Record 1
50
Properties=species:S:1:pos:R:3 method="wB97M-V/def2-TZVPD" lumo_energy_ev=0.16 e_homo_ev=-8.25 energy_ev=-28720.5984 de_lowest_kcal_mol=92.6 smiles="CC/C=C/NCC.O.O.O.O.O.O.O.O.O.O"
C 0.08 2.92 -1.63
C 0.59 1.63 -1.07
C -0.36 0.83 -0.22
C -0.09 -0.17 0.63
N -1.11 -1.22 0.79
C -0.59 -2.22 1.71
C 0.61 -3.09 1.20
H 0.65 3.82 -1.32
H -0.99 3.08 -1.63
H 0.14 2.96 -2.71
H 0.82 0.97 -1.96
H 1.57 1.68 -0.59
H -1.38 1.23 -0.40
H 0.91 -0.52 1.00
H -1.95 -0.88 1.23
H -1.31 -3.06 1.67
H -0.49 -1.80 2.73
H 0.51 -3.09 0.07
H 1.49 -2.46 1.31
H 0.85 -4.09 1.57
O -0.35 3.14 2.54
H -0.64 2.27 2.24
H -1.10 3.55 2.97
O 2.77 -0.48 0.41
H 2.79 -0.20 -0.52
H 3.37 0.24 0.74
O -4.48 0.44 -0.42
H -3.94 -0.22 -0.92
H -4.31 1.24 -0.94
O 2.13 3.90 1.67
H 1.50 3.77 0.95
H 1.75 3.28 2.32
O -2.67 -0.71 -1.86
H -1.72 -0.57 -1.69
H -2.68 -1.72 -1.89
O -3.26 1.61 1.80
H -4.17 1.84 1.99
H -3.22 1.10 0.99
O 3.46 1.89 -0.05
H 3.02 2.34 0.68
H 4.11 2.45 -0.50
O 3.12 -2.54 -0.92
H 4.00 -2.17 -0.77
H 3.12 -3.22 -0.23
O -2.03 -3.11 -1.24
H -1.81 -2.88 -0.32
H -1.17 -3.08 -1.70
O 0.46 -2.99 -2.50
H 1.23 -3.09 -1.92
H 0.77 -2.61 -3.33

=====

Record 2
75
Properties=species:S:1:pos:R:3 method="wB97M-V/def2-TZVPD" lumo_energy_ev=0.55 e_homo_ev=-8.73 energy_ev=-47240.2518 smiles="CCCCN[C@H]1C(=O)NC[C@@H]1Cl.CC(C)O.CC(C)O.CC(C)O.CC(C)O"
C -0.20 -2.90 2.02
C -1.78 -3.25 1.91
C -2.43 -2.34 0.75
C -1.81 -2.91 -0.65
N -2.51 -2.38 -1.85
C -2.28 -0.94 -2.07
C -3.32 0.10 -1.42
O -4.54 -0.17 -1.52
N -2.67 1.28 -0.82
C -1.22 1.16 -1.20
C -0.83 -0.29 -1.82
Cl -0.29 0.20 -3.54
H 0.39 -3.79 1.61
H 0.13 -2.73 3.09
H -0.03 -1.96 1.38
H -1.94 -4.35 1.61
H -2.26 -3.00 2.91
H -2.22 -1.23 0.86
H -3.56 -2.51 0.72
H -0.68 -2.82 -0.67
H -2.04 -4.04 -0.62
H -2.35 -2.95 -2.68
H -2.42 -0.77 -3.20
H -2.59 1.08 0.20
H -0.61 1.37 -0.26
H -0.88 1.99 -1.91
H -0.07 -0.82 -1.16
C 4.39 0.38 -3.35
C 4.18 -0.31 -2.02
C 4.35 -1.82 -2.14
O 2.87 -0.02 -1.53
H 3.66 0.04 -4.09
H 4.26 1.46 -3.25
H 5.39 0.18 -3.74
H 4.89 0.07 -1.28
H 3.61 -2.24 -2.84
H 4.18 -2.31 -1.17
H 5.35 -2.08 -2.49
H 2.23 -0.36 -2.17
C -3.19 2.83 4.21
C -3.55 2.09 2.93
C -4.42 0.88 3.22
O -2.36 1.68 2.26
H -2.61 2.19 4.88
H -2.56 3.70 3.98
H -4.08 3.17 4.74
H -4.09 2.77 2.26
H -3.88 0.16 3.86
H -4.66 0.35 2.30
H -5.35 1.16 3.72
H -1.88 1.08 2.85
C 4.33 -2.11 2.99
C 3.55 -3.40 3.15
C 4.48 -4.60 3.27
O 2.70 -3.58 2.02
H 4.94 -2.13 2.09
H 3.65 -1.26 2.89
H 4.98 -1.93 3.85
H 2.91 -3.34 4.03
H 5.10 -4.70 2.38
H 3.91 -5.52 3.38
H 5.14 -4.50 4.14
H 3.25 -3.64 1.23
C -0.90 6.63 -2.78
C -0.34 5.27 -3.17
C -1.28 4.52 -4.09
O -0.11 4.50 -1.99
H -1.85 6.53 -2.25
H -0.22 7.16 -2.11
H -1.07 7.26 -3.67
H 0.63 5.40 -3.66
H -2.25 4.34 -3.60
H -0.87 3.55 -4.34
H -1.46 5.08 -5.01
H -0.96 4.38 -1.54

=====

Record 3
19
Properties=species:S:1:pos:R:3 method="wB97M-V/def2-TZVPD" lumo_energy_ev=1.04 e_homo_ev=-8.86 energy_ev=-8462.1973 de_lowest_kcal_mol=49.7 smiles="C=COC.C=CC"
C -1.11 -2.24 -0.09
C -0.63 -1.47 0.88
O -1.00 -0.21 1.22
C -2.03 0.35 0.43
H -0.69 -3.23 -0.22
H -1.90 -1.94 -0.76
H 0.17 -1.80 1.54
H -2.95 -0.24 0.51
H -1.73 0.41 -0.63
H -2.20 1.36 0.81
C 1.75 -0.15 -1.17
C 1.97 0.71 -0.18
C 1.22 2.00 0.03
H 1.00 0.04 -1.93
H 2.32 -1.07 -1.26
H 2.73 0.48 0.57
H 1.90 2.85 0.02
H 0.47 2.15 -0.76
H 0.70 1.99 0.99